Density functional theory data (ωB97M-V/def2-TZVPD) for a cluster of 40 separate species, H80O40 in total.

Results
Net charge = 0
E_tot = -3057.35505 a.u.
LUMO = -0.0314 Eh
Spin multiplicity = 1
Orbital gap = 9.15 eV
ΔE to the lowest compared entry with this formula, charge and spin = 252.4 kcal/mol

Positions of all 120 atoms, in Å:
H -2.28971 3.02958 5.11244
H -2.65086 2.69568 3.59737
O -2.28418 2.34779 4.43448
H 2.80449 -1.21056 -3.99724
H 2.69588 -1.48918 -5.41090
O 2.59836 -1.96029 -4.56660
H -4.29281 -2.03117 0.28985
H -3.08958 -1.30673 -0.12931
O -4.04914 -1.25978 -0.24627
H -1.78080 -3.95897 5.01964
H -0.83641 -2.55112 4.75385
O -0.98003 -3.43732 5.09006
H 2.03875 2.39747 -2.81881
H 1.59373 0.92422 -2.45741
O 1.51129 1.64009 -3.07952
H 4.00412 1.10537 3.26572
O 4.44194 0.29607 3.03860
H 0.16477 -2.37518 -0.78863
O 0.58589 -1.94161 -0.04513
H 5.53560 3.49037 -0.19328
H 4.72347 4.03589 -1.31050
O 4.70721 3.32723 -0.67014
H -0.91118 6.66829 1.34956
H -0.37574 5.28761 1.56506
O -0.17882 6.21575 1.77059
H 0.36244 -4.93542 -0.68210
H 0.18803 -3.83589 0.17240
O -0.03784 -4.78811 0.18511
H 4.52294 -0.96075 0.60058
H 4.20604 -0.67157 -0.85490
O 4.15535 -1.37912 -0.18657
H 2.50144 2.12416 -0.82338
O 1.67497 1.83050 -0.43102
H 1.10447 2.11199 4.21004
H 1.89939 3.14666 3.35255
O 1.81508 2.20901 3.56562
H 0.91611 1.24267 -4.81886
H -0.01391 2.33861 -5.49830
O 0.58635 1.60318 -5.65776
H -0.34563 2.36125 0.44673
H -0.21630 2.79829 1.94444
O -0.22005 3.11499 1.03525
H 2.67280 5.14406 -3.55998
H 3.32096 3.73883 -4.11598
O 3.10659 4.31026 -3.37595
H 4.03440 -5.28251 1.73092
H 2.66145 -4.59944 2.00221
O 3.62107 -4.49558 2.10936
H -4.70427 2.90168 -0.37851
H -3.41052 2.43653 -1.16812
O -3.94404 2.32720 -0.37284
H -3.59978 -3.73714 3.01899
O -3.95111 -4.24702 2.28823
H 4.49699 1.59419 -1.80547
H 4.14852 0.55110 -2.76719
O 3.80286 0.90602 -1.93153
H -3.13829 2.57187 -3.42206
O -3.75329 3.01566 -4.03043
H -3.71289 -0.41799 2.72709
H -2.92333 -1.44037 3.40267
O -3.86369 -1.27149 3.18351
H -1.59100 3.56792 1.85656
H -3.02537 3.48469 2.07937
O -2.28521 4.04730 2.31834
H 0.03033 -4.81438 5.12719
H 0.28607 -4.42976 3.92342
O 0.42325 -5.32197 4.26369
H 1.62655 -2.83893 -3.23912
H 0.62531 -4.02516 -2.59092
O 0.89066 -3.12093 -2.69213
H 6.05430 -0.14512 -0.07097
H 6.80692 -1.17227 -0.71709
O 6.47747 -0.28256 -0.92713
H -4.61178 1.53950 -2.84563
H -5.00206 0.27761 -3.04586
O -4.40630 0.69762 -2.40124
H 1.27561 -0.53558 2.41600
H 1.63730 -1.47761 3.58910
O 1.47251 -0.54887 3.34934
H -1.16225 -0.17253 3.71405
H -1.05829 0.23018 2.15810
O -1.01785 -0.44857 2.81196
H 0.24388 0.24001 -0.70715
H -1.22541 0.04135 -0.48591
O -0.41444 0.30280 -0.02225
H 3.47190 -4.58159 -0.68010
H 1.96850 -5.15581 -1.19052
O 2.83361 -4.81139 -1.33929
H 3.29567 -3.44017 3.74009
O 2.43633 -3.08406 3.90370
H -1.22154 -4.09360 1.59268
H -1.04725 -5.29343 2.50408
O -1.10639 -4.33000 2.51646
H -4.61512 -3.61105 1.98614
H 3.82535 -0.43894 2.96910
H -3.85231 3.91234 -3.68339
H 1.54968 -1.92456 0.03484
H 1.81351 0.87741 -0.33346
H 1.71835 -3.52802 4.34517
O -3.84246 1.10624 1.77692
H -4.53484 0.91775 1.16704
H -3.02151 1.16068 1.30762
O -4.65994 -4.56596 -1.46086
H -4.11734 -4.84690 -2.19303
H -4.26737 -3.75158 -1.12242
O -2.53969 -2.49083 -2.72466
H -2.87815 -2.82647 -3.55171
H -2.08862 -1.63852 -2.82628
O -1.57232 5.59859 -0.64719
H -1.97842 5.08962 0.06013
H -1.68266 6.52520 -0.43336
O -1.19713 4.69179 -3.72663
H -1.13118 5.26479 -2.94741
H -0.49995 4.08748 -3.42654
O -1.09288 2.78474 -1.74027
H -1.13246 3.71901 -1.75784
H -0.18605 2.43948 -1.66928
O -1.08660 -0.46021 -3.95937
H -0.65738 0.03846 -3.26465
H -0.60310 -0.69110 -4.75559